No. 1
# C6H11NO4

An isolated molecule of C6H11NO4 at a distorted geometry (the ωB97M-V functional and the def2-TZVPD basis, the OMol25 dataset).

Geometry (Å):
C1 -3.379 0.065 -1.096
O1 -2.699 -0.255 0.127
C2 -1.452 -0.406 0.215
N1 -0.647 0.001 -0.667
C3 0.671 -0.120 -0.202
O2 1.333 -1.161 -0.883
C4 2.723 -1.200 -0.697
O3 1.547 0.933 -0.395
C5 1.275 2.030 0.499
O4 0.602 -0.380 1.251
C6 -0.711 -0.864 1.470
H1 -4.326 -0.419 -0.906
H2 -2.751 -0.430 -1.950
H3 -3.388 1.174 -1.293
H4 2.895 -1.033 0.438
H5 3.249 -0.495 -1.247
H6 3.126 -2.146 -0.915
H7 2.185 2.702 0.669
H8 1.023 1.564 1.503
H9 0.570 2.668 0.026
H10 -1.111 -0.260 2.323
H11 -0.736 -1.966 1.729

Properties
E = -590.8606 Ha
charge = 0
relative energy (zero: lowest compared OMol25 entry of this formula, charge and spin) = 79.2 kcal per mole

Here are the natural (NBO) charges for atoms 1 to 8, given in e: atom 1 (C): -0.268, atom 2 (O): -0.474, atom 3 (C): 0.588, atom 4 (N): -0.564, atom 5 (C): 0.867, atom 6 (O): -0.538, atom 7 (C): -0.239, atom 8 (O): -0.535

***

No. 2
# C2H3NO2S

An isolated molecule of C2H3NO2S at a distorted geometry (the ωB97M-V functional and the def2-TZVPD basis, the OMol25 dataset).

Geometry (Å):
O1 -1.842 1.621 -0.068
C1 -1.324 0.570 -0.014
S1 -2.284 -0.924 0.053
C2 0.198 0.557 0.081
N1 0.913 -0.484 -0.161
O2 2.241 -0.159 0.089
H1 -1.230 -1.736 -0.172
H2 0.627 1.526 0.358
H3 2.702 -0.970 -0.167

Properties
E = -681.3655 Ha
charge = 0
relative energy (zero: lowest compared OMol25 entry of this formula, charge and spin) = 58.9 kcal per mole

Here are the natural (NBO) charges for atoms 1 to 8, given in e: atom 1 (O): -0.514, atom 2 (C): 0.378, atom 3 (S): 0.000, atom 4 (C): -0.064, atom 5 (N): -0.094, atom 6 (O): -0.545, atom 7 (H): 0.149, atom 8 (H): 0.210